Record 1
Molecular formula: C26H33N3O7S
Method: DFT, ωB97M-V/def2-TZVPD

Results
**SMILES**: COc1cc(/C=C/C(=O)Nc2cc(S(=O)(=O)N3CCOCC3)ccc2N2CCCC2)cc(OC)c1OC
**Gap between HOMO and LUMO**: 7.86 eV
**F_max**: 0.021 Eh/bohr
**Spin multiplicity**: 1
**Energy above the lowest of the compared OMol25 structures with the same formula, charge and spin**: 87.28 kcal per mole

Each line ends with the Löwdin charge.
Geometry (Å):
1 C 6.415 -1.887 -3.732  -0.08
2 O 5.210 -1.861 -4.457  -0.11
3 C 4.031 -1.701 -3.772  -0.18
4 C 3.981 -1.484 -2.402  0.03
5 C 2.774 -1.309 -1.728  -0.22
6 C 2.799 -1.063 -0.304  -0.02
7 C 1.742 -0.908 0.505  0.00
8 C 1.929 -0.609 1.928  -0.49
9 O 2.951 -0.826 2.552  0.06
10 N 0.850 -0.040 2.567  0.11
11 C -0.392 0.311 2.019  -0.17
12 C -1.537 -0.149 2.652  0.01
13 C -2.787 0.092 2.120  -0.29
14 S -4.210 -0.524 2.991  0.68
15 O -3.960 -1.860 3.447  -0.28
16 O -5.381 -0.289 2.189  -0.29
17 N -4.159 0.475 4.349  -0.23
18 C -4.677 1.808 4.114  -0.17
19 C -6.203 1.844 4.249  -0.19
20 O -6.613 1.318 5.494  -0.13
21 C -6.183 -0.018 5.645  -0.18
22 C -4.657 -0.109 5.580  -0.17
23 C -2.920 0.788 0.934  -0.06
24 C -1.794 1.293 0.316  0.00
25 C -0.509 1.114 0.851  -0.17
26 N 0.591 1.639 0.221  -0.10
27 C 1.649 2.355 0.907  -0.14
28 C 2.729 2.541 -0.164  -0.14
29 C 1.995 2.355 -1.503  -0.14
30 C 0.524 2.181 -1.118  -0.16
31 C 1.585 -1.345 -2.460  0.03
32 C 1.611 -1.561 -3.823  -0.18
33 O 0.508 -1.613 -4.621  -0.06
34 C -0.756 -1.462 -4.026  -0.08
35 C 2.835 -1.750 -4.506  -0.12
36 O 2.688 -1.937 -5.842  -0.04
37 C 3.751 -2.405 -6.641  -0.06
38 H 6.608 -0.932 -3.233  0.10
39 H 7.192 -2.068 -4.472  0.10
40 H 6.425 -2.695 -2.993  0.10
41 H 4.893 -1.446 -1.829  0.11
42 H 3.780 -0.972 0.146  0.13
43 H 0.726 -1.009 0.163  0.11
44 H 0.909 -0.058 3.577  0.16
45 H -1.463 -0.740 3.552  0.13
46 H -4.376 2.110 3.110  0.12
47 H -4.220 2.478 4.849  0.13
48 H -6.572 2.870 4.217  0.13
49 H -6.645 1.261 3.429  0.11
50 H -6.555 -0.350 6.616  0.13
51 H -6.611 -0.645 4.848  0.13
52 H -4.331 -1.148 5.598  0.11
53 H -4.210 0.439 6.416  0.13
54 H -3.904 0.934 0.519  0.11
55 H -1.913 1.868 -0.588  0.10
56 H 1.274 3.333 1.248  0.13
57 H 2.018 1.813 1.773  0.11
58 H 3.506 1.789 -0.049  0.10
59 H 3.190 3.523 -0.085  0.11
60 H 2.353 1.460 -2.011  0.09
61 H 2.132 3.204 -2.170  0.11
62 H 0.007 3.152 -1.138  0.13
63 H 0.006 1.490 -1.784  0.11
64 H 0.648 -1.207 -1.950  0.10
65 H -1.474 -1.560 -4.839  0.10
66 H -0.949 -2.238 -3.279  0.10
67 H -0.871 -0.476 -3.562  0.09
68 H 3.306 -2.592 -7.618  0.10
69 H 4.545 -1.662 -6.738  0.09
70 H 4.172 -3.333 -6.250  0.10

Force components x, y, z for each atom (eV/Å):
0.21 0.00 0.11
-0.55 0.07 -0.03
-0.07 -0.05 -0.32
-0.12 0.04 0.27
0.05 -0.13 -0.80
-0.32 0.08 0.81
0.46 -0.36 -0.51
0.06 0.00 0.24
0.16 -0.01 0.00
0.05 -0.04 0.50
-0.45 0.00 -0.16
0.18 0.05 -0.14
-0.51 -0.06 0.13
0.36 0.37 0.16
0.19 0.00 0.17
0.20 0.20 -0.08
0.16 -0.72 -0.78
-0.40 0.42 -0.11
0.14 0.14 -0.24
-0.01 0.10 0.17
0.22 -0.17 0.12
-0.42 -0.38 0.28
-0.17 -0.11 0.08
0.16 -0.01 0.00
-0.32 -0.01 0.14
0.07 -0.07 -0.15
0.28 0.19 0.31
-0.02 0.02 0.04
-0.08 0.03 -0.03
0.01 0.00 -0.23
0.04 0.00 0.06
0.05 -0.06 -0.24
0.48 -0.02 0.03
-0.22 0.02 0.12
-0.08 -0.03 -0.06
-0.11 0.23 0.46
0.34 -0.16 -0.40
-0.01 -0.05 0.00
-0.01 0.02 0.10
-0.01 0.04 -0.02
0.12 0.00 0.04
0.07 0.02 0.10
-0.09 0.01 -0.16
0.15 0.03 -0.16
0.15 -0.12 0.12
-0.01 0.25 0.04
0.00 -0.03 -0.10
0.06 -0.05 -0.08
-0.01 0.14 0.12
0.04 -0.08 -0.08
-0.03 0.01 0.10
-0.03 0.03 0.24
-0.01 -0.05 -0.08
-0.10 0.07 -0.10
0.02 0.08 -0.08
0.02 -0.05 0.04
-0.04 0.12 0.01
0.06 0.02 0.02
0.05 -0.01 0.04
-0.02 0.01 -0.04
0.00 -0.01 -0.06
-0.08 -0.03 -0.02
-0.09 0.03 -0.02
-0.18 0.02 0.02
0.01 0.02 0.09
0.02 0.04 -0.02
0.02 -0.04 0.00
0.04 -0.01 0.06
-0.09 -0.10 -0.01
-0.03 0.06 -0.03


Record 2
Molecular formula: C26H33O2S3Tc
Method: DFT, ωB97M-V/def2-TZVPD

Results
**Charge**: +1
**Gap between HOMO and LUMO (alpha / beta)**: 7.18 / 7.33 eV
**F_max**: 0.030 Eh/bohr
**Spin multiplicity**: 2
**Energy above the lowest of the compared OMol25 structures with the same formula, charge and spin**: 11.41 kcal per mole

Each line ends with the Löwdin charge.
Geometry (Å):
1 Tc -0.261 0.094 0.013  1.05
2 C -1.760 1.222 1.120  -0.39
3 C -2.412 0.334 0.197  -0.38
4 C -2.210 -0.976 0.686  -0.28
5 C -1.453 -0.908 1.892  -0.26
6 C -1.181 0.435 2.155  -0.26
7 C -0.469 1.020 3.330  -0.01
8 C -1.049 -2.094 2.702  -0.01
9 C -2.822 -2.204 0.096  0.00
10 C -3.339 0.722 -0.913  -0.05
11 C -1.927 2.711 1.158  -0.06
12 H 0.255 1.774 3.020  0.09
13 H 0.047 0.265 3.918  0.05
14 H -1.193 1.513 3.985  0.10
15 H -0.543 -2.835 2.085  0.06
16 H -1.929 -2.578 3.135  0.10
17 H -0.384 -1.827 3.522  0.08
18 H -2.097 -2.969 -0.167  0.04
19 H -3.406 -1.971 -0.792  0.09
20 H -3.490 -2.659 0.832  0.10
21 H -3.186 0.099 -1.794  0.08
22 H -3.171 1.752 -1.218  0.06
23 H -4.380 0.620 -0.597  0.10
24 H -0.970 3.228 1.229  0.07
25 H -2.524 2.993 2.030  0.10
26 H -2.435 3.073 0.269  0.07
27 O 1.955 -0.020 -0.101  -0.72
28 S 3.295 0.576 0.265  1.05
29 C 4.418 -0.847 0.131  -0.28
30 C 3.664 -2.165 0.301  -0.23
31 C 3.043 -2.663 -1.003  -0.22
32 C 2.110 -3.855 -0.789  -0.28
33 S 0.381 -3.365 -0.551  1.05
34 O 0.436 -2.001 0.145  -0.64
35 C -0.076 -3.101 -2.237  -0.41
36 C 0.065 -1.861 -2.842  -0.08
37 C -0.337 -1.713 -4.162  -0.05
38 C -0.864 -2.792 -4.858  -0.05
39 C -0.995 -4.030 -4.240  -0.06
40 C -0.608 -4.190 -2.919  -0.08
41 C 3.352 0.755 2.025  -0.40
42 C 2.504 0.031 2.850  -0.09
43 C 2.652 0.164 4.225  -0.07
44 C 3.612 1.016 4.753  -0.05
45 C 4.433 1.755 3.910  -0.06
46 C 4.304 1.628 2.535  -0.08
47 H 5.167 -0.683 0.905  0.10
48 H 4.911 -0.778 -0.841  0.10
49 H 2.894 -2.046 1.064  0.09
50 H 4.362 -2.921 0.671  0.13
51 H 3.841 -2.959 -1.689  0.13
52 H 2.494 -1.858 -1.489  0.09
53 H 2.384 -4.445 0.088  0.10
54 H 2.067 -4.524 -1.650  0.10
55 H 0.483 -1.016 -2.313  0.05
56 H -0.234 -0.750 -4.645  0.12
57 H -1.180 -2.668 -5.886  0.11
58 H -1.413 -4.868 -4.783  0.11
59 H -0.728 -5.148 -2.424  0.12
60 H 1.747 -0.617 2.424  0.09
61 H 2.014 -0.402 4.893  0.11
62 H 3.716 1.113 5.826  0.11
63 H 5.168 2.434 4.322  0.11
64 H 4.936 2.204 1.868  0.12
65 S -0.124 1.758 -1.235  0.28

Force components x, y, z for each atom (eV/Å):
0.43 -1.11 1.01
-0.72 0.68 -0.37
-1.08 0.42 0.26
0.00 -0.03 -0.64
0.21 -0.42 -0.05
0.81 0.44 0.13
-0.21 0.04 0.14
-0.02 -0.07 0.05
-0.03 -0.05 0.12
0.04 -0.04 -0.03
0.12 0.01 0.23
0.00 -0.02 0.00
-0.10 0.06 -0.05
0.00 -0.02 -0.01
-0.03 0.00 0.03
-0.01 0.06 0.00
-0.01 0.03 -0.01
0.05 -0.03 0.02
0.02 0.02 -0.01
-0.03 0.04 -0.03
-0.01 -0.02 0.01
0.02 -0.01 -0.01
0.04 0.02 0.02
0.00 -0.02 0.03
-0.03 -0.03 -0.05
0.03 0.00 -0.03
0.27 0.07 0.32
-0.18 0.25 -0.31
0.01 -0.18 -0.06
0.11 0.00 0.04
0.02 -0.10 -0.06
0.15 0.11 0.00
0.06 0.35 0.34
0.08 -0.56 -0.56
-0.07 0.12 -0.18
0.00 -0.11 -0.16
0.02 0.01 0.02
-0.01 -0.01 0.02
0.01 0.00 -0.01
-0.05 0.03 -0.02
-0.13 -0.04 0.19
0.24 0.01 0.08
0.04 -0.05 -0.02
-0.01 -0.01 -0.05
0.00 -0.01 -0.03
0.00 0.02 0.08
0.06 -0.06 -0.03
-0.07 0.01 0.01
-0.03 -0.05 -0.01
0.02 0.04 0.02
-0.03 -0.04 0.01
0.04 0.04 -0.02
-0.01 0.04 0.00
0.05 -0.03 0.03
0.02 0.04 0.05
-0.01 0.00 0.01
0.01 0.00 0.02
0.01 0.01 0.01
-0.01 0.04 0.01
0.02 0.02 -0.03
0.01 0.01 0.00
0.00 0.00 -0.01
-0.01 -0.01 -0.01
-0.03 -0.01 0.00
-0.06 0.12 -0.44


Record 3
Molecular formula: C26H33O4Zn
Method: DFT, ωB97M-V/def2-TZVPD

Results
**Charge**: -1
**Gap between HOMO and LUMO**: 4.03 eV
**F_max**: 0.090 Eh/bohr
**Spin multiplicity**: 1

Each line ends with the Löwdin charge.
Geometry (Å):
1 O -1.438 1.520 -2.939  -0.11
2 C -2.817 1.265 -3.355  -0.16
3 C -2.471 1.406 -4.853  -0.07
4 H -3.418 2.087 -2.923  0.11
5 H -3.141 0.290 -2.963  0.10
6 C -1.111 1.941 -4.305  -0.56
7 H -3.077 2.085 -5.452  0.11
8 H -2.261 0.479 -5.367  0.10
9 C -1.034 3.445 -4.414  -0.04
10 H -2.021 3.854 -4.169  0.08
11 H -0.791 3.684 -5.453  0.08
12 H -0.270 3.849 -3.745  0.09
13 C 0.154 1.326 -4.913  -0.01
14 H -0.083 0.416 -5.467  0.07
15 H 0.972 1.081 -4.208  0.08
16 H 0.560 2.077 -5.609  0.07
17 Zn -1.084 -0.167 1.839  1.01
18 C 0.573 -2.797 -1.000  -0.10
19 C -0.093 -2.974 0.239  -0.16
20 C -1.240 -2.122 0.278  -0.25
21 H 0.272 -3.563 1.086  0.08
22 C -1.266 -1.424 -0.994  -0.19
23 C -0.146 -1.814 -1.746  -0.13
24 H 0.085 -1.442 -2.745  0.09
25 H 1.471 -3.318 -1.354  0.10
26 H -2.030 -2.271 1.022  0.05
27 H -1.935 -0.634 -1.335  0.05
28 C 3.017 -0.743 0.187  -0.18
29 C 2.955 -0.120 -1.095  -0.19
30 C 1.824 0.750 -1.111  -0.20
31 H 3.657 -0.287 -1.919  0.06
32 C 1.193 0.663 0.159  -0.23
33 C 1.933 -0.237 0.971  -0.19
34 H 1.726 -0.457 2.017  0.04
35 H 3.757 -1.482 0.518  0.05
36 H 1.513 1.375 -1.963  0.05
37 H 0.314 1.228 0.446  0.02
38 O -1.970 1.550 1.594  -0.29
39 C -2.487 2.631 0.673  -0.08
40 C -3.529 3.414 1.470  -0.14
41 H -2.876 2.122 -0.221  0.12
42 H -1.623 3.255 0.382  0.14
43 C -3.599 2.789 2.882  -0.15
44 H -4.535 3.412 1.018  0.12
45 H -3.219 4.456 1.615  0.11
46 C -2.557 1.681 2.952  -0.17
47 H -4.591 2.338 3.029  0.11
48 H -3.401 3.523 3.680  0.12
49 H -3.055 0.730 3.223  0.12
50 H -1.731 1.916 3.637  0.13
51 O 1.769 -0.629 4.554  -0.01
52 C 1.315 -1.641 4.002  -0.69
53 O 0.168 -1.857 3.502  -0.10
54 C 2.414 -2.699 3.848  -0.13
55 C 2.768 -3.002 2.533  -0.05
56 C 4.012 -3.580 2.235  -0.09
57 C 4.811 -4.057 3.281  -0.12
58 C 4.367 -3.916 4.600  -0.12
59 C 3.213 -3.190 4.897  -0.04
60 H 2.103 -2.696 1.711  0.08
61 H 4.321 -3.656 1.184  0.10
62 H 5.758 -4.540 3.036  0.09
63 H 4.956 -4.363 5.390  0.08
64 H 2.949 -2.959 5.929  0.11

Force components x, y, z for each atom (eV/Å):
-0.39 -0.08 -1.13
0.60 0.08 0.69
0.74 0.15 0.97
-0.24 -0.41 -0.44
-0.12 0.28 -0.29
0.26 -0.02 -0.20
0.07 -0.05 0.02
-0.50 -0.36 -0.05
-0.31 0.10 0.20
0.24 0.27 0.06
-0.09 0.25 0.15
-0.07 0.01 -0.09
0.34 0.07 0.11
0.09 -0.01 0.04
-0.70 0.21 0.01
-0.01 -0.48 0.01
2.67 -3.26 -1.87
-0.81 -0.42 1.57
1.72 -0.20 -0.75
-0.06 1.19 1.07
-0.35 0.14 -0.49
0.66 0.28 -1.20
-1.62 0.36 0.66
0.05 -0.05 0.48
-0.42 0.32 0.39
-0.27 -0.32 -0.68
-0.04 -0.30 0.31
-0.51 0.54 -0.07
-0.53 0.21 0.61
0.45 -0.31 -0.19
-0.28 0.10 0.28
0.70 -0.22 -0.20
0.37 -0.02 -0.61
0.17 0.12 -0.29
-0.34 0.49 -0.19
0.05 -0.35 0.51
-0.08 0.36 0.11
-1.43 1.44 0.75
0.64 -0.61 0.05
-0.03 0.27 0.53
0.17 0.12 0.40
-0.33 -0.50 0.20
-0.37 -0.24 0.28
0.57 -0.06 -0.01
-0.04 -0.20 -0.44
0.12 0.31 -0.55
0.29 0.33 0.15
-0.28 -0.25 -0.40
0.51 0.23 -0.14
-0.25 -0.20 -0.14
-0.90 0.24 0.03
0.90 -0.01 0.66
-0.58 0.70 -0.52
0.03 -0.54 -0.36
0.24 0.04 -0.43
-0.39 -0.21 0.36
-0.40 0.15 -0.49
-0.02 0.09 -0.24
-0.14 0.23 -0.43
0.48 0.01 0.51
-0.08 -0.09 0.51
-0.20 0.07 0.26
0.04 0.12 0.17
0.05 -0.10 -0.24


Q: F_max of number 1 (C26H33N3O7S)?
A: 0.021 Eh/bohr


Q: Among the records above, which one has the highest spin multiplicity?
A: C26H33O2S3Tc


Q: The lowest F_max belongs to which entry?
A: C26H33N3O7S